# 1
This record from the Open Molecules 2025 dataset describes C20H27N3O5 in the gas phase. The level of theory is ωB97M-V with the def2-TZVPD basis set.

Results
SMILES	COc1ccc(CNC(=O)CN2C(=O)NC3(CCCCCC3)C2=O)cc1OC
ΔE to the lowest compared entry with this formula, charge and spin	36.54	kcal/mol
frontier orbital gap	8.668	eV
HOMO level	-7.93	eV

Structure (ORCA input):
```
! RIJCOSX wB97M-V def2-TZVPD def2/J DEFGRID3
* xyz 0 1
C -4.5289 5.2849 2.2632
O -4.0079 4.0496 1.8452
C -2.6683 3.8361 1.9725
C -1.7598 4.7462 2.4807
C -0.4092 4.4283 2.5657
C 0.0429 3.1924 2.1523
C 1.5022 2.8187 2.2100
N 2.0216 2.5400 0.8819
C 2.1473 1.2864 0.4148
O 2.0014 0.2874 1.0866
C 2.5283 1.1981 -1.0731
N 2.1834 -0.1200 -1.5314
C 3.1335 -1.1402 -1.7126
O 4.3228 -0.9717 -1.7712
N 2.4323 -2.2834 -1.8620
C 1.0202 -2.1289 -1.6052
C 0.5860 -2.7244 -0.2513
C 1.1537 -4.1033 0.0884
C 1.0908 -5.1644 -1.0187
C -0.0717 -5.0198 -2.0013
C 0.2298 -4.0515 -3.1449
C 0.1390 -2.5730 -2.7788
C 0.9162 -0.6120 -1.4505
O -0.0857 0.0412 -1.2877
C -0.8650 2.2671 1.6381
C -2.2103 2.5685 1.5392
O -3.1619 1.7327 1.0553
C -2.7664 0.4445 0.6380
H -4.3578 5.4555 3.3317
H -4.1048 6.1176 1.6915
H -5.6002 5.2302 2.0757
H -2.0872 5.7171 2.8165
H 0.2809 5.1561 2.9662
H 2.0909 3.6222 2.6598
H 1.6380 1.9016 2.7893
H 2.0387 3.3120 0.2342
H 3.6090 1.3139 -1.1947
H 1.9938 1.9502 -1.6587
H 2.8851 -3.1799 -1.8906
H 0.9032 -2.0365 0.5378
H -0.5038 -2.7451 -0.2411
H 0.5937 -4.4605 0.9552
H 2.1918 -3.9933 0.4083
H 2.0211 -5.1672 -1.5925
H 1.0258 -6.1419 -0.5357
H -0.9766 -4.7128 -1.4765
H -0.2674 -6.0007 -2.4409
H 1.2245 -4.2678 -3.5417
H -0.4840 -4.2281 -3.9529
H -0.8900 -2.3141 -2.5225
H 0.4177 -1.9824 -3.6557
H -0.4962 1.3092 1.3099
H -3.6750 -0.0322 0.2734
H -2.3631 -0.1359 1.4747
H -2.0249 0.4836 -0.1641
*
```

---

# 2
This record from the Open Molecules 2025 dataset describes 2 unconnected molecules or ions with the total composition C10H14Br2O6 in a non-equilibrium geometry. The level of theory is ωB97M-V with the def2-TZVPD basis set.

Results
SMILES	CC(=O)OC[C@]1(/C(Br)=C(/C)Br)COC(=O)O1.CO
ΔE to the lowest compared entry with this formula, charge and spin	79.69	kcal/mol
frontier orbital gap	9.349	eV
HOMO level	-9.37	eV

Structure (ORCA input):
```
! RIJCOSX wB97M-V def2-TZVPD def2/J DEFGRID3
* xyz 0 1
C -1.7201 -1.1491 0.9288
C -1.9359 0.2172 0.1445
O -2.8866 0.9528 0.5346
O -1.2068 0.6820 -0.9830
C 0.1032 0.0832 -1.1001
C 1.1929 0.6134 -0.0539
C 1.7784 2.0985 -0.2113
Br 3.2389 2.5809 -1.4997
C 1.2961 3.2009 0.5656
C 1.9473 4.6784 0.4168
Br -0.1746 3.0403 1.8691
C 2.4830 -0.2964 -0.4620
O 3.3704 0.0536 0.6295
C 2.4973 0.0666 1.7709
O 2.7550 -0.0092 2.9774
O 1.1241 0.1363 1.3311
H -0.6777 -1.6012 0.8549
H -1.8783 -0.9077 2.0469
H -2.4632 -1.9878 0.6345
H 0.4994 0.3768 -2.1450
H 0.0932 -1.0640 -1.0917
H 1.6678 5.1866 -0.5613
H 1.6068 5.2911 1.3312
H 3.0849 4.5460 0.5576
H 2.8493 -0.2587 -1.5367
H 2.1922 -1.3853 -0.2291
C -3.8320 -4.2866 -1.1230
O -2.6470 -3.7059 -0.5944
H -4.6446 -4.1358 -0.4124
H -4.0870 -3.8064 -2.0708
H -3.6806 -5.3578 -1.2769
H -1.9457 -3.8529 -1.2416
*
```

---

# 3
This record from the Open Molecules 2025 dataset describes 3 unconnected molecules or ions with the total composition C12H22F3NO5 in a non-equilibrium geometry. The level of theory is ωB97M-V with the def2-TZVPD basis set.

Results
SMILES	CCOC(=O)C(F)(F)F.COCCOCCOC.CC#N
ΔE to the lowest compared entry with this formula, charge and spin	0.00	kcal/mol
frontier orbital gap	10.715	eV
HOMO level	-10.11	eV

Structure (ORCA input):
```
! RIJCOSX wB97M-V def2-TZVPD def2/J DEFGRID3
* xyz 0 1
C -1.8454 -0.3117 -1.6057
C -0.7958 0.4564 -2.3677
O -1.4546 1.5228 -3.0603
C -0.6703 2.4405 -3.5502
O 0.5136 2.4355 -3.5480
C -1.4660 3.6195 -4.1253
F -1.2189 3.7618 -5.4265
F -2.7738 3.4890 -3.9539
F -1.0806 4.7243 -3.5059
H -1.4552 -1.2228 -1.1489
H -2.6396 -0.6830 -2.2673
H -2.3430 0.3301 -0.8775
H -0.2268 -0.1700 -3.0546
H -0.1018 0.8505 -1.6268
C 0.1355 -4.3021 0.4136
O 0.0314 -2.9390 0.7467
C -0.4623 -2.7539 2.0412
C -0.4120 -1.3159 2.4739
O 0.9269 -0.9129 2.6260
C 1.1039 0.1926 3.4573
C 0.6343 1.5307 2.9264
O 1.3249 1.8908 1.7572
C 0.9746 3.1806 1.3288
H 0.2628 -4.3847 -0.6644
H -0.7489 -4.8850 0.7020
H 1.0221 -4.7616 0.8765
H 0.0620 -3.3896 2.7687
H -1.5204 -3.0690 2.0781
H -0.9667 -1.2284 3.4191
H -0.9207 -0.6930 1.7216
H 2.1576 0.2265 3.7208
H 0.5287 0.0468 4.3898
H 0.7821 2.2985 3.7043
H -0.4521 1.5192 2.7285
H -0.1068 3.3599 1.4040
H 1.3258 3.3019 0.3101
H 1.4601 3.9431 1.9577
C 1.8283 -1.0012 -0.7971
C 1.6091 -2.0444 -1.7813
N 1.4206 -2.8332 -2.5672
H 2.0839 -0.0815 -1.3161
H 2.5659 -1.2970 -0.0598
H 0.9073 -0.8408 -0.2478
*
```

---

# 4
This record from the Open Molecules 2025 dataset describes a molecular structure, C24H43IP2Pd in a non-equilibrium geometry. The level of theory is ωB97M-V with the def2-TZVPD basis set.

Results
frontier orbital gap (spin up / spin down)	7.998 / 6.256	eV
HOMO level (spin up / spin down)	-13.18 / -14.36	eV

Structure (ORCA input):
```
! RIJCOSX wB97M-V def2-TZVPD def2/J DEFGRID3
* xyz 2 5
Pd 1.2028 0.6935 -0.5716
C -1.2736 0.5910 2.9552
C -1.0375 1.8633 2.3529
C -3.2577 1.3628 2.0691
C -2.6759 0.3653 2.8945
C -2.2256 2.2655 1.6730
C -0.3351 -0.1799 3.7943
H 0.6931 0.1958 3.7153
H -0.3659 -1.2496 3.5378
H -0.6337 -0.0851 4.8506
C -3.4298 -0.5670 3.7328
H -2.8058 -1.0194 4.5037
H -3.8515 -1.3728 3.1324
H -4.2512 -0.0378 4.2146
C -4.6870 1.5033 1.8144
H -5.2405 1.5778 2.7600
H -5.0796 0.6382 1.2723
H -4.8921 2.3935 1.2215
C -2.4176 3.5516 0.9672
H -2.9531 4.2821 1.6112
H -3.0076 3.4314 0.0514
H -1.4614 4.0146 0.6784
C 0.1403 2.7207 2.5486
H -0.0885 3.3964 3.3896
H 0.3413 3.3565 1.6837
H 1.0297 2.1608 2.8454
C 2.8806 -2.4892 -1.6262
C 3.5699 -2.0034 -0.5826
C 4.6686 -1.0123 -0.7106
C 4.3623 0.1409 -1.6651
C 2.9041 0.5584 -1.6441
C 2.0716 0.1144 -2.6215
C 2.3916 -0.9792 -3.5928
C 3.1487 -2.2205 -3.0555
H 5.6006 -1.5128 -1.0405
H 4.7337 -0.0950 -2.6765
H 4.8949 -0.6070 0.2901
H 4.2161 -2.1120 -3.2919
H 2.1831 -3.3167 -1.4360
H 3.5407 -2.5332 0.3868
H 2.7943 -3.0579 -3.6611
H 1.4435 -1.2915 -4.0634
H 1.2087 0.6853 -2.9759
H 2.9779 -0.5494 -4.4348
H 4.9799 0.9872 -1.3383
H 2.7524 1.4801 -1.0113
P -0.3887 -1.7359 0.3751
P -1.0735 0.7719 -1.6207
C -0.2449 -1.9316 -1.4646
C -0.9710 -0.9101 -2.3780
H -0.5706 -2.9433 -1.7693
H 0.8234 -1.7981 -1.6674
H -0.4617 -0.7612 -3.3453
H -1.9963 -1.2118 -2.6201
C -2.8749 1.1323 -1.6404
H -3.0950 1.8900 -0.8680
H -3.4029 0.1990 -1.3750
H -3.1709 1.5023 -2.6462
C -0.5228 2.2237 -2.6953
H -0.6807 2.0266 -3.7736
H 0.5553 2.4448 -2.5166
H -1.0559 3.1417 -2.3746
C 0.2571 -3.3382 1.0359
H 0.5009 -3.1619 2.0950
H 1.1900 -3.6267 0.4876
H -0.4986 -4.1333 1.0398
C 1.2366 -0.9797 0.9392
H 1.3402 0.1080 1.2443
H 2.0474 -1.3144 0.2903
H 1.4970 -1.5196 1.8459
I -3.1990 -2.1131 0.4549
*
```

---

# 5
This record from the Open Molecules 2025 dataset describes 9 unconnected molecules or ions with the total composition C23H68N10O9 in a non-equilibrium geometry. The level of theory is ωB97M-V with the def2-TZVPD basis set.

Results
frontier orbital gap (spin up / spin down)	7.088 / 2.023	eV
HOMO level (spin up / spin down)	-10.65 / -10.65	eV

Structure (ORCA input):
```
! RIJCOSX wB97M-V def2-TZVPD def2/J DEFGRID3
* xyz 1 2
C -1.7586 -7.9373 -18.9453
C -3.2125 -8.3681 -19.2447
O -3.3848 -9.7194 -18.9326
H -0.9230 -8.2901 -19.5497
H -1.6655 -8.2440 -17.9035
H -1.6482 -6.8614 -19.0805
H -3.5456 -8.0756 -20.2405
H -3.9318 -8.0061 -18.5101
H -4.0938 -10.0832 -19.4679
C -10.2362 -3.7774 -20.4426
C -10.5903 -3.7244 -18.9420
O -11.5556 -4.7697 -18.8056
H -9.9357 -4.7757 -20.7609
H -9.3952 -3.1324 -20.6971
H -11.1876 -3.5961 -20.9426
H -11.0150 -2.7748 -18.6165
H -9.7011 -3.9510 -18.3536
H -11.5770 -5.3261 -19.5876
C -6.0028 1.1360 -16.0097
O -7.1813 1.0737 -15.7510
N -5.3889 0.2085 -16.6598
N -5.2606 2.1696 -15.7116
H -5.9024 -0.6574 -16.7416
H -4.3980 0.1771 -16.8525
H -5.4744 2.9241 -15.0751
H -4.3619 2.0901 -16.1657
C -5.8739 -0.7444 -23.5188
O -6.1919 0.2854 -23.1729
N -5.8236 -1.0849 -24.7596
N -5.9581 -1.7930 -22.7015
H -5.3752 -1.9893 -24.7953
H -5.6896 -0.3737 -25.4641
H -6.0984 -1.7229 -21.7037
H -6.2905 -2.5735 -23.2496
C -0.9765 -0.7931 -17.8066
O -2.1490 -0.5724 -17.7976
N -0.4008 -1.3220 -16.7462
N -0.1723 -0.3319 -18.7021
H -0.9507 -1.7350 -16.0065
H 0.5839 -1.4577 -16.9252
H 0.8329 -0.3862 -18.6206
H -0.5125 0.0881 -19.5553
C -1.9930 -3.0316 -24.2017
C -2.3135 -4.2839 -25.0750
C -3.6560 -4.1404 -25.7888
O -4.8225 -3.8452 -25.0476
C -5.1938 -4.9122 -24.1694
N -1.0948 -4.4130 -25.8928
H -2.7867 -2.9243 -23.4623
H -1.9311 -2.1882 -24.8894
H -1.0047 -2.9821 -23.7445
H -2.2006 -5.1636 -24.4414
H -3.8320 -4.9616 -26.4837
H -3.6757 -3.1974 -26.3352
H -6.2089 -5.2664 -24.3491
H -5.0656 -4.6527 -23.1185
H -4.5015 -5.7477 -24.0654
H -0.7379 -3.7144 -26.5289
H -0.2721 -4.7668 -25.4257
C -7.0684 -9.7122 -19.6942
C -6.2587 -10.9671 -19.7265
C -7.1890 -12.1686 -19.9547
O -6.4646 -13.3481 -20.0158
C -7.2908 -14.5387 -20.0970
N -5.2867 -10.8550 -20.8616
H -6.4313 -8.9279 -19.2854
H -7.8524 -9.9102 -18.9634
H -7.5292 -9.4238 -20.6390
H -5.7724 -11.0425 -18.7540
H -7.7671 -11.9373 -20.8494
H -8.0851 -12.1550 -19.3343
H -6.5505 -15.2871 -20.3800
H -8.0285 -14.3004 -20.8632
H -7.6577 -14.7462 -19.0917
H -5.9000 -10.8343 -21.6638
H -4.9286 -11.7994 -20.8591
C -3.8680 -3.6968 -19.9775
C -5.0335 -3.4306 -19.0790
C -5.9817 -4.7250 -18.9886
O -6.5718 -4.9951 -20.3244
C -7.4757 -6.0336 -20.2141
N -4.5121 -3.2064 -17.8185
H -3.2329 -4.5376 -19.6988
H -3.1082 -2.9163 -20.0187
H -4.1675 -3.9607 -20.9918
H -5.5819 -2.5458 -19.4022
H -6.7779 -4.4952 -18.2806
H -5.2994 -5.4564 -18.5554
H -8.2667 -5.7839 -19.5070
H -7.0610 -6.8800 -19.6668
H -7.8416 -6.3021 -21.2051
H -4.0477 -2.3314 -18.0154
H -5.2707 -2.9336 -17.2100
C -4.2972 -4.1288 -13.4523
C -4.9183 -3.0430 -14.3837
C -6.3425 -3.3587 -14.8435
O -6.5404 -2.6163 -16.0500
C -7.8583 -2.0985 -16.1636
N -4.9302 -1.7331 -13.7343
H -4.2714 -5.1422 -13.8529
H -4.7393 -4.2383 -12.4621
H -3.2700 -3.7939 -13.3088
H -4.2930 -2.9676 -15.2733
H -6.9845 -3.2981 -13.9647
H -6.4383 -4.3717 -15.2344
H -7.9731 -1.2052 -16.7776
H -8.2802 -1.7470 -15.2221
H -8.5254 -2.9205 -16.4232
H -5.4238 -1.8886 -12.8670
H -5.5846 -1.2562 -14.3380
*
```

---

# 6
This record from the Open Molecules 2025 dataset describes a molecular structure, C15H22O4 in a non-equilibrium geometry. The level of theory is ωB97M-V with the def2-TZVPD basis set.

Results
ΔE to the lowest compared entry with this formula, charge and spin	361.22	kcal/mol
frontier orbital gap	9.294	eV
HOMO level	-8.72	eV

Structure (ORCA input):
```
! RIJCOSX wB97M-V def2-TZVPD def2/J DEFGRID3
* xyz 0 1
C -1.8766 -0.1857 -1.7485
O -2.1498 0.7703 -0.8664
C -2.3683 0.3737 0.4117
O -3.4073 -0.7867 0.4231
C -4.7487 -0.5288 -0.0409
H -5.2120 0.2798 0.8963
H -5.4717 -1.3805 0.2927
H -4.8300 0.1249 -1.0047
C -1.3049 -0.1969 1.0456
C -0.4951 0.8476 1.8288
C 0.2791 1.9354 1.3217
C 0.6768 1.8601 -0.2376
H 0.8095 0.5607 -0.6575
C 2.2147 2.4449 -0.2241
O 3.1846 1.6206 0.2846
C 3.5978 0.4545 -0.1320
C 2.8028 -0.8809 -0.0861
C 2.2967 -1.4618 -1.1822
C 1.6088 -2.4026 -1.1981
C 1.0724 -2.8848 0.2390
C 1.4854 -2.2534 1.1573
C 2.2416 -1.0538 1.2745
H 2.6837 -0.4887 2.0458
H 1.1558 -2.5242 2.4025
H 0.4502 -3.6185 -0.0205
H 1.2538 -3.0144 -2.0260
H 2.6540 -1.2645 -2.2479
H 4.6666 0.4252 0.1878
H 3.7706 0.6799 -1.2068
H 2.4659 2.4157 -1.2585
H 2.2026 3.4667 0.1331
O -0.0958 2.5609 -1.0452
H -0.9169 2.2231 -0.9047
H 0.7386 2.3906 1.8960
H -0.8317 0.9528 2.8838
H -1.5257 -0.7706 1.9017
H -0.5841 -0.7033 0.2355
H -2.9276 1.1821 1.2420
H -2.5109 -1.0658 -1.6811
H -0.9732 -0.2816 -1.6942
H -2.0818 0.1779 -2.6402
*
```

---

# 7
This record from the Open Molecules 2025 dataset describes a molecular structure, C31H43BN8O2S5V in a non-equilibrium geometry. The level of theory is ωB97M-V with the def2-TZVPD basis set.

Results
ΔE to the lowest compared entry with this formula, charge and spin	0.00	kcal/mol
frontier orbital gap (spin up / spin down)	7.104 / 7.094	eV
HOMO level (spin up / spin down)	-6.79 / -6.82	eV

Structure (ORCA input):
```
! RIJCOSX wB97M-V def2-TZVPD def2/J DEFGRID3
* xyz 0 4
V -10.7081 -20.4419 1.1782
C -12.7210 -21.3451 6.0412
C -11.2449 -21.6875 6.3914
C -11.0353 -21.3601 7.8705
C -11.0414 -23.1947 6.1680
N -10.2662 -20.8192 5.5913
C -9.1539 -20.1386 6.1293
C -8.6038 -19.3588 5.1520
N -9.3262 -19.6083 3.9978
B -8.8815 -19.0649 2.5719
N -8.2339 -17.5738 2.5586
C -6.9928 -17.1911 2.1623
C -6.7604 -15.8971 2.5290
N -7.8543 -15.4457 3.2356
C -8.8145 -16.4313 3.1969
S -10.4074 -16.2873 3.7356
C -8.0617 -14.0305 3.8364
C -9.0007 -13.2063 2.9950
C -6.6968 -13.3014 3.8816
C -8.5990 -14.1873 5.3094
N -7.7732 -20.1325 2.0693
C -6.5453 -20.1494 2.7440
C -5.7697 -21.1567 2.2335
N -6.5428 -21.8097 1.2278
C -7.8240 -21.2226 1.2316
S -9.1357 -21.9447 0.4816
C -6.0874 -22.9149 0.2903
C -6.1749 -22.3140 -1.1493
C -4.6680 -23.2647 0.6055
C -6.9057 -24.2128 0.4760
C -10.2990 -20.5307 4.2768
S -11.3994 -21.1877 3.1707
H -13.3653 -21.8993 6.7294
H -13.0057 -21.6136 5.0361
H -12.8522 -20.2580 6.1641
H -11.7983 -21.9653 8.3744
H -11.1934 -20.2738 8.1066
H -10.0747 -21.6684 8.2920
H -12.0370 -23.6373 6.5046
H -10.2038 -23.6406 6.6888
H -11.0083 -23.4564 5.1025
H -8.9128 -20.1234 7.1804
H -7.7859 -18.6596 5.1413
H -9.9356 -18.8430 1.9382
H -6.2297 -17.9433 1.8528
H -5.8533 -15.3264 2.4147
H -8.7611 -13.1259 1.8925
H -9.0271 -12.1578 3.2656
H -10.0239 -13.6147 3.0569
H -6.3945 -12.9424 2.9132
H -5.8954 -13.9266 4.2818
H -6.7724 -12.3935 4.5966
H -9.5535 -14.7137 5.2956
H -8.7356 -13.2128 5.8201
H -7.8197 -14.7865 5.8263
H -6.3142 -19.3659 3.5222
H -4.7009 -21.5183 2.3322
H -5.6287 -21.3653 -1.1321
H -7.2220 -22.1298 -1.4067
H -5.7918 -22.9787 -1.9080
H -4.0223 -22.3731 0.4693
H -4.2686 -23.9554 -0.1557
H -4.5403 -23.6456 1.6426
H -7.9836 -24.0913 0.2219
H -6.7330 -24.5436 1.5060
H -6.5123 -25.0066 -0.1987
O -8.1461 -16.5583 -0.8540
C -8.5944 -16.6516 -2.1164
C -8.2316 -15.6735 -3.0478
C -8.6988 -15.7455 -4.3782
C -9.4937 -16.8070 -4.7422
C -9.8766 -17.8167 -3.8751
C -9.4426 -17.6734 -2.5000
C -9.9599 -18.5892 -1.4441
O -9.2941 -18.6940 -0.3746
N -11.0788 -19.2479 -1.6629
N -11.5488 -20.0126 -0.6965
C -12.7079 -20.6809 -0.8430
S -13.7955 -20.3076 -2.1818
C -15.3449 -21.2176 -1.5772
C -14.9420 -22.3769 -0.7771
S -13.2419 -22.1206 0.0840
H -8.5030 -17.4352 -0.3707
H -7.6100 -14.8163 -2.6952
H -8.4219 -15.0267 -5.1155
H -9.9157 -16.9182 -5.7613
H -10.4265 -18.6474 -4.2637
H -15.8688 -21.4818 -2.5361
H -15.9456 -20.4734 -1.0636
H -14.7012 -23.2561 -1.3369
H -15.5658 -22.5438 0.0998
*
```